Below is a 14-piece molecular cluster, C19H66N18O19 overall at a distorted geometry, with properties calculated with ωB97M-V with the def2-TZVPD basis set.

Computed properties:
LUMO energy, eV: -0.229
Total charge: 0
Highest occupied orbital energy, Ha: -0.313
ΔE to the lowest compared entry with this formula, charge and spin, kJ/mol: 655.5
Strongest force on any atom, eV/Å: 7.9
Gap between HOMO and LUMO, Ha: 0.3047

Each line ends with the Mulliken charge.
Element x y z (Å)
C: 5.27692 1.14818 0.71163  0.651
O: 4.34197 0.35413 0.62108  -0.658
N: 5.86728 1.62743 -0.35892  -0.417
N: 5.68007 1.77934 1.72843  -0.425
H: 5.72019 1.22406 -1.27312  0.220
H: 6.68915 2.20544 -0.25623  0.148
H: 6.45174 2.42178 1.61943  0.118
H: 5.27162 1.53651 2.61968  0.274
C: 2.21787 3.50126 -1.93657  0.256
O: 2.19343 3.39386 -0.73332  -0.682
N: 1.91688 4.64399 -2.57173  -0.317
N: 2.73013 2.56272 -2.67818  -0.203
H: 1.45042 5.38637 -2.07032  0.255
H: 1.79212 4.50504 -3.56431  0.193
H: 2.74052 2.66999 -3.68241  0.255
H: 3.00959 1.69016 -2.25315  -0.022
C: -5.05506 2.23782 -2.80452  0.808
O: -4.75443 2.75289 -3.83450  -0.766
N: -6.22028 2.34849 -2.30417  -0.414
N: -4.26933 1.69222 -1.97104  0.121
H: -6.92033 3.01071 -2.60664  0.223
H: -6.52719 1.80702 -1.50874  0.162
H: -4.56388 1.64893 -1.00591  0.163
H: -3.28614 1.72653 -2.19962  -0.285
C: 1.56986 -0.79823 -3.68138  0.460
O: 2.01442 -0.16285 -2.79354  -0.246
N: 0.35146 -0.71843 -4.29731  -0.304
N: 2.15609 -1.85883 -4.09479  -0.380
H: -0.18572 0.08908 -4.01542  -0.084
H: -0.00982 -1.26485 -5.06608  0.198
H: 1.73755 -2.28958 -4.90680  0.110
H: 3.07939 -2.06067 -3.73857  0.196
C: -3.38209 3.93585 0.57000  0.399
O: -4.32326 4.61127 0.95786  -0.783
N: -3.24532 2.73001 1.03316  0.152
N: -2.58347 4.13711 -0.47761  -0.110
H: -3.97077 2.50011 1.69720  0.202
H: -2.60284 2.03460 0.68142  0.086
H: -2.57785 5.09910 -0.78524  0.194
H: -2.00945 3.36672 -0.78923  -0.003
C: 0.90631 -2.09773 4.91809  0.418
O: 1.10081 -3.11961 5.57072  -0.778
N: 1.61194 -1.86511 3.88077  -0.114
N: -0.09410 -1.19214 4.99373  -0.162
H: 2.29916 -2.52753 3.55056  0.183
H: 1.31601 -1.09921 3.29261  -0.028
H: -0.04768 -0.28600 4.55006  0.163
H: -0.69426 -1.44468 5.76583  0.198
C: 1.65153 2.45928 3.04817  0.688
O: 1.92718 1.87998 4.08814  -0.700
N: 0.48787 2.92149 2.62183  -0.213
N: 2.53891 2.73084 2.15642  -0.223
H: -0.31852 2.86866 3.22767  0.047
H: 0.25870 3.13239 1.66105  0.105
H: 2.44992 2.98776 1.18370  0.417
H: 3.39982 2.26781 2.41043  -0.097
C: -1.86532 2.18478 5.16577  0.497
O: -0.69361 1.71688 5.28883  -0.596
N: -2.38117 2.90424 6.10203  -0.480
N: -2.57390 2.09272 4.06034  -0.027
H: -1.92010 2.53465 6.92113  0.335
H: -3.37238 3.09758 6.11604  0.204
H: -2.23187 1.46631 3.34568  -0.272
H: -3.54324 2.37425 4.02552  0.202
C: -1.04018 2.72122 -3.53383  0.628
O: -1.32105 2.11238 -2.51722  -0.298
N: -1.95150 3.32010 -4.22644  -0.306
N: 0.12575 2.66897 -4.02990  -0.178
H: -2.86649 3.36159 -3.80079  0.134
H: -1.77363 3.64955 -5.16448  0.166
H: 0.41513 3.07581 -4.90787  0.230
H: 0.76825 2.28320 -3.35278  -0.194
C: -0.91020 0.00513 0.93408  0.419
C: 0.54856 -0.00335 0.28957  -0.161
O: 1.60961 -0.33627 1.17419  0.684
O: -1.84693 0.73763 0.14220  0.610
H: -0.95485 0.26376 1.99201  -0.445
H: -1.27822 -1.01823 0.86073  0.185
H: 0.75873 0.91113 -0.26511  -0.051
H: 0.52414 -0.66348 -0.57745  -0.016
H: 2.46488 -0.11502 0.79847  -0.117
H: -1.77760 0.14218 -0.60764  -0.866
C: -2.59863 -2.26470 -1.78506  -0.155
C: -1.94692 -3.45787 -2.51155  -0.597
O: -2.38673 -3.40735 -3.81963  -0.541
O: -1.99309 -1.00675 -1.98798  0.030
H: -2.41168 -2.67114 -0.79110  0.104
H: -3.67614 -2.23344 -1.94661  0.205
H: -2.21877 -4.35500 -1.95537  0.579
H: -0.87346 -3.31021 -2.39332  -0.013
H: -1.80678 -4.10502 -4.13348  0.352
H: -1.49691 -1.09786 -2.80475  0.097
C: 1.38125 -4.45356 -0.85639  0.118
C: 1.28890 -4.83570 0.63672  -0.439
O: 0.67849 -6.25262 0.68993  -0.593
O: 2.31677 -5.25081 -1.48379  -0.618
H: 1.54376 -3.38708 -1.01233  -0.053
H: 0.40900 -4.61651 -1.32145  0.314
H: 0.54318 -4.20031 1.11453  0.255
H: 2.25196 -4.77761 1.14388  0.350
H: 0.71401 -6.59895 1.58457  0.298
H: 1.81570 -6.05784 -1.62248  0.396
C: -4.19212 -1.39082 2.39060  0.427
C: -3.58008 -1.54861 3.75545  -0.420
O: -4.45800 -2.38342 4.54654  -0.593
O: -3.96238 -2.56446 1.73390  -0.526
H: -3.68318 -0.56836 1.88797  -0.418
H: -5.27827 -1.30540 2.42317  0.514
H: -3.37786 -0.54641 4.13335  0.074
H: -2.58314 -1.98688 3.70935  0.381
H: -4.29499 -3.23545 4.13536  0.356
H: -4.73633 -2.88328 1.26384  0.305
C: 5.18650 -3.54374 -2.03274  -0.689
C: 5.26377 -2.44389 -0.92021  0.039
O: 4.30210 -2.56583 0.04593  -0.448
O: 4.09778 -3.52177 -2.91455  -0.590
H: 5.17925 -4.51192 -1.53205  0.359
H: 5.99515 -3.34274 -2.73544  0.355
H: 5.23338 -1.46023 -1.38880  -0.021
H: 6.25584 -2.46772 -0.46928  0.368
H: 4.26053 -1.76209 0.56926  0.282
H: 3.36030 -3.95579 -2.47941  0.223

---

Below is C9H14F3N2RuS3 as an isolated structure, with properties calculated with ωB97M-V with the def2-TZVPD basis set.

Computed properties:
LUMO energy (spin up / spin down), eV: -5.491 / -5.039
Total charge: +1
Highest occupied orbital energy (spin up / spin down), Ha: -0.448 / -0.438
ΔE to the lowest compared entry with this formula, charge and spin, kJ/mol: 0.0
Strongest force on any atom, eV/Å: 0.7
Gap between HOMO and LUMO (spin up / spin down), Ha: 0.2462 / 0.2531

Each line ends with the Mulliken charge.
Element x y z (Å)
Ru: 0.12772 0.24184 0.10210  0.140
C: 3.97456 2.62500 -0.52756  -1.533
C: 2.57451 2.17772 -0.25252  0.779
S: 2.15219 0.60054 -0.71838  -0.212
C: 1.61932 3.00169 0.36754  0.687
C: 1.89490 4.41651 0.78058  -1.324
S: 0.09286 2.35677 0.65751  -0.218
H: 4.54484 1.84821 -1.03168  0.420
H: 4.48330 2.88742 0.40204  0.360
H: 3.96859 3.51438 -1.16062  0.377
H: 2.74553 4.83038 0.24341  0.347
H: 2.11500 4.46199 1.84892  0.310
H: 1.02791 5.04820 0.59473  0.405
F: -2.12275 1.62748 -1.22357  -0.171
C: -1.55366 0.49073 -0.88643  0.676
F: -1.89753 -0.42182 -1.78262  -0.201
F: -2.09792 0.08485 0.36681  -0.276
C: 0.96202 -2.31360 -2.81379  -0.898
N: 1.94612 -2.60975 -1.78214  0.220
C: 3.29126 -3.11838 -2.08656  -0.488
C: 3.94822 -3.23158 -0.69640  -0.474
N: 2.82372 -2.93125 0.19263  -0.086
C: 1.74852 -2.53953 -0.47993  0.014
S: 0.25631 -2.08285 0.26695  -0.359
H: 1.43435 -2.46683 -3.78023  0.360
H: 0.62622 -1.28048 -2.73903  0.278
H: 0.10086 -2.97453 -2.72611  0.347
H: 3.81271 -2.42356 -2.74287  0.337
H: 3.21274 -4.08329 -2.58798  0.368
H: 4.74708 -2.50429 -0.55806  0.273
H: 4.33944 -4.22766 -0.50376  0.319
H: 2.87305 -2.88892 1.19591  0.225

---

Below is a 3-piece molecular cluster, C19H30F2O4P2Si overall at a distorted geometry, with properties calculated with ωB97M-V with the def2-TZVPD basis set.

Computed properties:
LUMO energy, eV: 0.432
Total charge: 0
Highest occupied orbital energy, Ha: -0.263
ΔE to the lowest compared entry with this formula, charge and spin, kJ/mol: 57.5
Strongest force on any atom, eV/Å: 3.5
Gap between HOMO and LUMO, Ha: 0.2785

Each line ends with the Mulliken charge.
Element x y z (Å)
C: 1.86050 -1.23003 2.38878  -1.038
C: 1.97431 -1.05184 0.82531  -0.224
P: 2.06380 0.65507 0.18176  0.245
C: 3.68446 1.43068 -0.15181  -0.362
C: 4.47812 1.94802 1.09979  -1.076
Si: 0.31910 1.89896 0.27775  0.241
C: -1.27879 1.12429 -0.41576  -0.940
C: -2.08085 0.24270 0.53592  0.537
C: -3.45599 -0.26372 0.02101  -1.399
O: -2.41567 1.05535 1.69475  -0.503
P: 0.19087 2.76179 2.32746  0.858
O: 1.57354 3.22845 2.70434  -0.645
O: -0.84710 4.09626 2.30476  -0.575
O: -0.32133 1.72771 3.53352  -0.541
H: 2.88116 -1.15021 2.78510  0.356
H: 1.20201 -0.47175 2.82886  0.125
H: 1.47228 -2.24190 2.58134  0.388
H: 2.84385 -1.64078 0.52060  -0.033
H: 1.11441 -1.57444 0.37027  0.380
H: 3.56024 2.29884 -0.81481  0.368
H: 4.35514 0.71828 -0.64437  0.147
H: 4.54116 1.20697 1.90332  0.236
H: 4.00785 2.88397 1.42894  0.264
H: 5.50872 2.21904 0.80826  0.420
H: 0.58058 3.13286 -0.51493  -0.208
H: -0.98225 0.59267 -1.33686  0.393
H: -1.91803 1.95383 -0.77550  0.410
H: -1.48630 -0.64298 0.80762  0.189
H: -3.68169 -1.19575 0.56591  0.361
H: -3.55583 -0.41509 -1.05986  0.356
H: -4.26677 0.42225 0.30893  0.291
H: -2.38581 0.42971 2.41350  0.318
H: -1.70702 3.70193 2.10473  0.370
H: -1.15362 2.10479 3.82480  0.314
F: -6.01036 -0.89056 -2.03592  -0.316
C: -7.04945 -0.04611 -1.90482  0.327
C: -6.84454 1.30949 -2.08586  -0.269
C: -7.91856 2.17948 -1.95423  -0.370
C: -9.17816 1.68637 -1.63472  -0.478
C: -9.36617 0.32198 -1.45161  -0.354
C: -8.29720 -0.55287 -1.59195  -0.446
H: -5.85445 1.67484 -2.32680  0.432
H: -7.77310 3.24155 -2.10036  0.355
H: -10.01311 2.36694 -1.52876  0.366
H: -10.34589 -0.06141 -1.19907  0.357
H: -8.42582 -1.61949 -1.46116  0.403
F: 4.72852 -1.52301 -0.68662  -0.085
C: 5.71622 -2.40996 -0.93238  0.507
C: 5.46992 -3.75945 -0.75978  -0.540
C: 6.48559 -4.67021 -1.01709  -0.408
C: 7.73346 -4.22128 -1.43299  -0.528
C: 7.96553 -2.86131 -1.59712  -0.381
C: 6.94992 -1.94751 -1.35057  -0.465
H: 4.49355 -4.08901 -0.42789  0.395
H: 6.30406 -5.72945 -0.89287  0.359
H: 8.52496 -4.93295 -1.62916  0.360
H: 8.93806 -2.51166 -1.91705  0.361
H: 7.10934 -0.88474 -1.48057  0.394

---

Below is an isolated ion of composition C6H11N2O5 and charge +1 at a distorted geometry, with properties calculated with ωB97M-V with the def2-TZVPD basis set.

Computed properties:
LUMO energy (spin up / spin down), eV: -4.231 / -8.992
2S+1: 3
Total charge: +1
Highest occupied orbital energy (spin up / spin down), Ha: -0.296 / -0.536
ΔE to the lowest compared entry with this formula, charge and spin, kJ/mol: 0.0
Strongest force on any atom, eV/Å: 5.5
Gap between HOMO and LUMO (spin up / spin down), Ha: 0.1405 / 0.2054

Each line ends with the Mulliken charge.
Element x y z (Å)
C: -2.00080 -1.02201 -0.25049  0.343
C: 1.10320 0.54444 -0.47825  0.772
C: 0.24735 1.06526 0.72648  -0.039
C: -1.90027 1.42116 -0.53212  -0.060
C: 2.12829 -0.46956 -0.07466  -0.213
C: -0.46399 -0.14801 1.38604  -1.056
N: 1.68411 -1.61473 0.46157  -0.292
N: -2.30417 0.26469 -0.79233  -0.367
O: -0.71784 1.88010 0.11322  -0.301
O: -1.89526 -1.86931 -1.27829  -0.462
O: 1.72194 1.65674 -1.10042  -0.627
O: 3.33507 -0.26167 -0.34779  -0.512
O: -0.77041 -1.11668 0.47613  -0.498
H: -2.86746 -1.26497 0.44385  0.264
H: 0.33741 -0.04566 -1.13694  0.270
H: 0.85665 1.64130 1.44714  0.484
H: -2.37179 2.27760 -0.99521  0.440
H: -1.34695 0.28971 1.86673  0.505
H: 0.24848 -0.50674 2.07503  0.608
H: 2.34905 -2.39851 0.58550  0.241
H: -2.58200 -1.63808 -1.94677  0.373
H: 1.30428 2.49792 -0.68068  0.436
H: 3.19716 0.62672 -0.62988  0.379
H: 0.70795 -1.80974 0.66211  0.310

---

Below is a 2-piece molecular cluster, C3H6I2NO2P overall at a distorted geometry, with properties calculated with ωB97M-V with the def2-TZVPD basis set.

Computed properties:
LUMO energy (spin up / spin down), eV: -0.024 / -0.667
Total charge: 0
Highest occupied orbital energy (spin up / spin down), Ha: -0.268 / -0.258
ΔE to the lowest compared entry with this formula, charge and spin, kJ/mol: 136.8
Strongest force on any atom, eV/Å: 3.8
Gap between HOMO and LUMO (spin up / spin down), Ha: 0.2675 / 0.2335

Each line ends with the Mulliken charge.
Element x y z (Å)
C: 0.77113 -0.63256 -1.22885  0.809
C: 1.38799 0.59766 -0.41684  -0.835
C: -0.27489 0.64354 1.39533  -0.549
N: 0.98808 0.30128 0.96518  -0.226
O: 0.31824 -1.58227 -0.63655  -0.532
O: 1.09483 -0.77871 -2.50160  -0.491
P: -2.29550 -1.13616 0.11035  0.097
I: -3.00408 -1.84530 2.30224  -0.087
I: -3.99875 0.71696 -0.49393  -0.197
H: 1.06704 1.56380 -0.53830  0.394
H: 2.45598 0.59779 -0.57457  0.344
H: -0.69423 1.64752 0.87922  0.169
H: -0.56633 0.40425 2.40147  0.455
H: 1.35721 0.08007 -2.99327  0.350
H: 1.39327 -0.57786 1.33011  0.298

---

Below is a 2-piece molecular cluster, C2H2Cl2N2S overall at a distorted geometry, with properties calculated with ωB97M-V with the def2-TZVPD basis set.

Computed properties:
LUMO energy (spin up / spin down), eV: 0.539 / -3.091
2S+1: 3
Total charge: 0
Highest occupied orbital energy (spin up / spin down), Ha: -0.261 / -0.339
ΔE to the lowest compared entry with this formula, charge and spin, kJ/mol: 39.5
Strongest force on any atom, eV/Å: 3.6
Gap between HOMO and LUMO (spin up / spin down), Ha: 0.2811 / 0.2259

Each line ends with the Mulliken charge.
Element x y z (Å)
C: 1.70592 -0.30849 1.28226  -0.108
C: 1.63298 0.80868 0.86072  -0.082
N: -0.81484 0.92322 -1.86771  -0.111
N: 0.42297 0.60752 -1.67454  -0.098
S: -1.83745 0.67642 -3.11714  0.090
Cl: 1.64580 2.34877 0.34738  -0.142
Cl: 1.13396 -0.23541 -2.94408  -0.160
H: 1.67332 -1.37046 1.55915  0.341
H: -1.06312 1.41301 -0.97043  0.271

---

Below is C13H8NS5V as an isolated structure, with properties calculated with ωB97M-V with the def2-TZVPD basis set.

Computed properties:
LUMO energy (spin up / spin down), eV: 2.488 / 2.482
2S+1: 4
Total charge: -1
Highest occupied orbital energy (spin up / spin down), Ha: -0.124 / -0.150
ΔE to the lowest compared entry with this formula, charge and spin, kJ/mol: 0.0
Strongest force on any atom, eV/Å: 0.5
Gap between HOMO and LUMO (spin up / spin down), Ha: 0.2150 / 0.2407

Each line ends with the Mulliken charge.
Element x y z (Å)
V: -1.12183 1.01486 -1.40319  -0.074
S: -1.22535 3.46519 -1.14218  -0.475
S: -2.09408 2.89820 -2.93445  -0.150
S: -3.53027 1.47304 -2.36893  -0.172
S: -2.66653 -0.37441 -2.72106  -0.466
S: 1.40639 -1.20448 1.72833  -0.408
C: -0.13774 -0.95620 2.48670  0.851
C: -0.56401 -1.31802 3.75808  -0.602
C: -1.85845 -0.99682 4.12946  -0.421
C: -2.71079 -0.32810 3.24585  -0.575
C: -2.28622 0.03051 1.98077  -0.356
C: -0.98629 -0.28661 1.59918  -0.445
N: -0.42051 0.00010 0.37075  -0.320
C: 0.81650 -0.41357 0.27726  1.185
C: 1.58924 -0.21133 -0.93300  0.919
C: 2.90229 -0.67509 -1.06350  -0.637
C: 3.57848 -0.45309 -2.24570  -0.578
C: 2.93374 0.22669 -3.28142  -0.590
C: 1.63056 0.67796 -3.13372  -0.018
C: 0.89758 0.48292 -1.95319  -0.466
H: 0.09855 -1.83494 4.44047  0.371
H: -2.21257 -1.26749 5.11591  0.358
H: -3.71857 -0.08961 3.56039  0.373
H: -2.93341 0.54721 1.28262  0.348
H: 3.38782 -1.20536 -0.24858  0.286
H: 4.59600 -0.80325 -2.36982  0.367
H: 3.46336 0.40133 -4.21259  0.349
H: 1.16612 1.20036 -3.96444  0.345

---

Below is a 4-piece molecular cluster, C2H11NO4 overall at a distorted geometry, with properties calculated with ωB97M-V with the def2-TZVPD basis set.

Computed properties:
LUMO energy, eV: 0.689
Total charge: 0
Highest occupied orbital energy, Ha: -0.361
ΔE to the lowest compared entry with this formula, charge and spin, kJ/mol: 97.8
Strongest force on any atom, eV/Å: 1.7
Gap between HOMO and LUMO, Ha: 0.3864

Each line ends with the Mulliken charge.
Element x y z (Å)
C: 1.72033 0.08511 0.78222  -1.043
C: 1.23915 -1.17482 0.16095  0.756
N: 1.77830 -2.32968 0.68154  -0.339
O: 0.31909 -1.26315 -0.63672  -0.608
H: 1.69014 -0.07218 1.86814  0.288
H: 2.78158 0.27428 0.60123  0.297
H: 1.10717 0.93382 0.50036  0.282
H: 2.05960 -2.43502 1.63359  0.199
H: 1.51835 -3.13254 0.11918  0.187
H: -2.68031 4.69201 1.58393  0.323
H: -2.04365 4.40614 2.92064  0.315
O: -2.44203 3.95724 2.17789  -0.638
H: 0.44939 -4.89504 -1.33163  0.317
H: 0.26577 -3.39198 -1.36193  0.329
O: -0.01632 -4.18590 -0.88028  -0.666
H: -2.94055 2.57188 -3.61483  0.320
H: -2.37150 2.81274 -2.15287  0.323
O: -2.43452 3.14710 -3.05141  -0.642